Here is a molecular structure, C38H92BN11O19P2 from the Open Molecules 2025 dataset. Energies are from wB97M-V/def2-TZVPD.

```
163
Properties=species:S:1:pos:R:3:forces:R:3
P 2.443635 1.630663 -0.980471 2.294 -1.770 0.768
P 1.382323 -0.697934 -2.162887 1.574 -0.611 -0.686
O 0.744653 0.424916 -8.739659 -0.071 -0.090 -0.028
O 0.992792 -2.985865 -1.314685 -0.112 -0.429 0.059
O -0.277130 -8.017334 -7.269485 0.020 0.080 0.132
O 0.335783 -3.886458 0.848105 0.174 -0.177 -0.817
O -3.406813 -10.317300 3.522370 0.018 -0.086 -0.021
O 0.406158 9.848673 2.726821 -0.100 0.087 0.148
O 1.722007 5.382053 -1.016179 -0.241 0.162 -0.130
O -0.943550 0.800755 -4.105358 0.300 -0.231 -0.315
O 0.620450 1.321758 3.295862 0.292 -0.088 0.135
O 0.271653 -0.981510 -3.277929 0.200 0.662 0.082
O -6.557564 1.580903 1.221976 0.073 -0.016 -0.063
O -0.607628 -7.085177 -1.898719 0.079 0.052 0.054
O 2.671523 -3.827402 0.194537 -0.381 0.653 -0.173
O 2.766911 -0.969447 -2.610163 -1.396 0.366 0.297
O 8.145060 2.502525 4.555183 0.036 -0.100 -0.023
O 5.312224 4.744924 0.796598 0.005 -0.072 0.000
O -4.459116 2.241223 3.963154 0.057 0.142 0.010
O 1.078260 0.735784 -1.584763 -0.251 0.836 -0.188
O 0.842777 -1.602326 -0.930476 -0.179 0.336 0.109
N -4.356387 1.329345 0.837975 -0.029 -0.040 -0.188
N -2.161751 -8.325005 -0.865411 -0.063 0.076 0.017
N 0.084438 -5.952827 -6.471926 -0.051 0.010 -0.090
N -5.460355 4.118020 4.683255 0.066 -0.147 -0.011
N -1.104020 -0.025209 3.808535 0.012 0.077 -0.018
N -0.636237 -1.168118 -7.971547 0.153 0.030 -0.211
N 0.493052 7.232975 -0.649041 0.064 -0.068 0.052
N -1.672798 10.197755 3.500554 0.047 -0.009 0.014
N -2.459309 -11.775408 2.109646 -0.017 -0.021 0.036
N 9.623234 1.151936 3.541208 -0.047 -0.024 0.013
N 6.812111 3.402415 -0.190161 0.012 -0.004 0.037
C 1.915458 2.559353 0.467388 -1.625 0.800 -0.188
C 3.047984 2.761035 -2.270678 -0.467 0.307 -0.276
C -2.495691 -0.430941 3.883293 0.205 -0.080 -0.050
C 7.618902 2.210723 -0.349633 -0.021 0.173 -0.131
C -6.770473 2.050914 4.535183 0.038 -0.048 0.024
C -1.872093 2.673018 -2.980568 0.272 -0.137 -0.250
C -1.975023 -13.061120 1.648613 0.010 0.206 -0.110
C 1.528858 6.402980 -0.365979 0.233 0.006 0.075
C -5.946793 0.647383 -0.895850 -0.109 0.012 0.033
C 8.744444 1.440274 4.541167 -0.024 0.074 -0.016
C -0.322069 10.162951 3.654740 0.099 0.006 0.001
C -2.676175 10.548007 4.485088 -0.017 -0.026 -0.215
C -0.029413 -7.296208 -6.312858 -0.040 -0.185 -0.093
C -0.581949 1.126935 3.306118 -0.229 0.012 -0.145
C -1.718763 -7.156936 -1.397733 -0.047 0.037 0.019
C -2.647737 -5.966853 -1.344631 0.070 0.030 -0.023
C -0.762750 2.211791 -3.942485 -0.140 0.089 0.624
C 5.752172 2.654323 1.887154 -0.052 0.020 0.002
C 0.159142 8.477363 0.022139 -0.132 -0.234 -0.430
C 0.061340 -0.558538 -8.971753 0.058 0.085 0.076
C -3.179967 0.950827 0.063550 -0.246 0.062 0.349
C 0.150814 -7.829730 -4.915348 -0.027 -0.148 -0.125
C 5.928135 3.689488 0.804419 -0.094 0.060 -0.012
C -5.656366 1.223196 0.473078 -0.081 0.018 0.024
C -5.471332 2.798403 4.370638 -0.224 -0.079 -0.103
C 2.438969 6.787947 0.776633 0.027 -0.146 -0.034
C -1.495693 -2.330815 -8.058025 0.026 0.267 0.283
C -0.048802 -1.147040 -10.360526 0.036 0.049 0.012
C -3.440178 -8.599748 -0.232321 0.326 -0.199 -0.054
C -6.561965 4.923862 5.167749 0.183 0.092 -0.031
C -3.054346 -11.463053 3.293068 -0.029 0.102 -0.003
C -1.539504 2.151751 2.745389 0.099 0.107 0.138
C 0.230749 10.529772 5.012584 0.065 -0.022 -0.034
C -3.254440 -12.581870 4.288286 -0.029 0.062 0.039
C 0.375217 -4.942594 -5.475294 0.021 0.050 -0.235
C 8.548042 0.394728 5.614880 -0.042 0.055 0.028
C 10.414984 -0.047874 3.357842 -0.013 0.185 -0.119
C 0.155078 -0.035953 -4.353176 -0.539 0.483 0.067
B 1.342333 -3.567028 -0.058740 0.223 -0.173 0.516
H 0.312410 -2.176048 -10.377819 -0.059 -0.019 -0.019
H 3.213805 6.030983 0.867796 0.008 -0.004 -0.030
H 10.224451 -0.753794 4.159438 0.000 -0.002 -0.002
H -1.533414 -2.698351 -9.076917 -0.021 -0.020 -0.031
H -2.786656 -0.604590 4.921237 -0.085 0.073 -0.035
H -2.144740 -13.822820 2.402433 -0.002 0.001 0.002
H -6.324850 5.347858 6.144937 -0.056 -0.014 0.025
H -3.142689 0.333893 3.466397 -0.005 0.039 0.110
H -2.143862 -5.122346 -1.805857 0.035 -0.021 0.008
H -0.404279 -0.659405 4.161829 -0.009 0.011 -0.035
H 7.433780 1.518712 0.465534 -0.002 -0.003 -0.005
H -1.492449 -9.075473 -0.938001 -0.007 0.011 -0.017
H -1.081443 -1.128631 -10.711090 0.001 -0.065 -0.003
H 9.484290 0.190676 6.135899 -0.006 -0.061 -0.020
H 1.094445 0.505869 -4.543609 -0.191 -0.007 0.332
H -6.607717 1.020542 4.236172 0.023 0.033 -0.040
H -0.955141 2.995219 2.385052 0.065 -0.064 -0.020
H 7.380758 1.708880 -1.288967 -0.001 -0.072 0.034
H 3.840863 2.229413 -2.810267 -0.282 0.079 0.071
H -3.359393 9.713971 4.646947 -0.028 -0.018 0.078
H 0.517480 -5.380019 -4.490849 -0.044 -0.030 -0.053
H 8.170502 -0.535104 5.187609 0.050 -0.027 0.023
H -2.298534 -13.018506 4.579977 -0.022 -0.055 -0.025
H 11.479271 0.193623 3.353725 0.017 -0.061 0.042
H -7.023784 0.630177 -1.035574 0.009 0.019 0.042
H 3.485723 3.609071 -1.723812 -0.138 -0.147 -0.091
H 1.284866 -4.407922 -5.753033 0.009 0.087 0.147
H 0.024683 -8.908178 -4.942944 0.006 0.001 -0.051
H 2.319201 3.164416 -2.983022 0.082 0.032 0.194
H 0.223282 2.397576 -3.501991 -0.110 0.085 -0.132
H -2.797230 2.146824 -3.248519 0.146 0.175 0.061
H -3.456430 0.547754 -0.904794 -0.037 0.014 0.011
H 1.881118 6.849095 1.712624 0.015 0.092 -0.007
H -0.140869 9.850816 5.780999 -0.022 0.051 0.029
H 6.887298 4.128581 -0.885799 -0.013 -0.029 0.011
H 8.681126 2.466797 -0.357794 0.018 -0.057 0.037
H -4.564018 4.560575 4.548321 -0.038 0.004 0.002
H -1.606663 2.412512 -1.950613 -0.052 0.043 -0.240
H -0.840606 2.745790 -4.901126 0.049 -0.328 0.089
H -2.051333 3.753541 -3.042560 0.133 -0.227 -0.010
H -4.232313 1.721137 1.763916 0.031 -0.026 0.056
H -4.059564 -7.709646 -0.222308 -0.008 -0.005 0.002
H -0.905551 -13.012788 1.437003 0.015 -0.071 0.046
H 2.714470 2.542525 1.216106 -0.077 -0.075 -0.332
H 0.318545 -4.836716 1.031858 0.171 0.360 0.307
H -0.844468 8.414171 0.446498 0.033 0.062 0.096
H -3.960841 -9.387525 -0.779687 -0.121 0.047 0.048
H -3.285145 -8.926498 0.798018 -0.154 0.064 0.048
H -0.080367 -0.612157 -5.242571 0.071 -0.312 0.140
H -0.082343 6.922363 -1.416690 0.034 0.033 0.007
H -3.571430 -6.171125 -1.887231 -0.042 0.007 0.059
H 0.180481 9.302305 -0.693132 0.010 0.067 0.077
H 1.050498 2.040873 0.909693 0.345 0.035 0.016
H -3.737060 -12.168733 5.168828 0.006 0.032 -0.030
H -2.358563 -10.977595 1.501900 0.035 -0.060 -0.020
H 7.822817 0.775508 6.327641 0.004 0.032 -0.034
H 2.910132 7.753107 0.587200 -0.036 0.027 0.064
H -7.104551 2.076843 5.573980 -0.038 0.036 -0.019
H -5.497302 1.259941 -1.678523 0.038 -0.057 -0.018
H -1.130500 -3.127599 -7.408603 -0.004 -0.075 -0.047
H -3.888630 -13.364907 3.870943 0.050 -0.039 0.007
H -7.458325 4.320770 5.261544 0.000 0.000 -0.008
H -2.890904 -5.710592 -0.312501 -0.071 -0.002 -0.024
H 1.609327 3.592802 0.246932 0.187 -0.291 0.137
H 1.145449 -7.598918 -4.532665 -0.053 0.048 0.078
H 9.711000 1.889638 2.858891 0.014 -0.011 0.029
H -2.489103 -13.357078 0.732542 -0.017 -0.078 0.032
H -5.561966 -0.369652 -0.980077 0.042 0.023 -0.053
H 5.390593 1.716688 1.459321 0.053 -0.029 0.031
H -2.607888 0.196011 0.607511 0.038 -0.078 -0.162
H 0.561509 -0.548212 -11.029809 0.005 0.019 0.046
H -2.112755 1.739722 1.918743 0.118 0.072 0.253
H 1.312942 10.453407 4.968799 -0.018 -0.014 -0.042
H 5.021266 3.018047 2.603447 0.014 0.060 -0.033
H -2.504197 -2.066209 -7.736377 -0.072 -0.121 -0.084
H -2.233312 2.500480 3.507267 -0.096 -0.067 -0.022
H -6.767136 5.743964 4.477663 -0.066 -0.018 0.003
H -0.586154 -7.402174 -4.238288 0.109 0.032 0.083
H -2.207914 10.797997 5.431124 -0.001 0.002 -0.001
H 10.169567 -0.526915 2.408404 0.001 -0.069 0.031
H -0.449590 -4.229574 -5.422337 0.039 0.069 0.166
H -2.538729 1.819229 -0.087691 -0.002 -0.062 -0.127
H -0.510240 -0.717499 -7.077976 -0.114 -0.061 -0.099
H 2.979726 -3.470983 1.038755 -0.147 -0.504 -0.058
H -0.057038 -5.653263 -7.424769 0.046 -0.009 0.032
H -2.650999 -1.356481 3.325356 -0.019 -0.015 -0.021
H 0.854923 8.688829 0.820560 -0.023 -0.002 0.032
H -0.041846 11.551288 5.280392 -0.028 -0.024 0.050
H -3.258689 11.407248 4.148346 0.001 0.028 0.069
H -7.542225 2.478265 3.895241 -0.006 -0.019 0.008
H -1.980694 9.945313 2.574024 0.002 0.020 0.027
H 6.694351 2.482372 2.410490 -0.037 -0.059 0.037
```
Positions in Å, forces in eV/Å.

The calculated total energy comes out at -4242.824626 hartree. The spin multiplicity is 1. The calculation puts the LUMO energy at 0.008 Eh.